{
  "formula": "C10H16",
  "method": "ωB97M-V/def2-TZVPD",
  "species": ["C", "C", "C", "C", "C", "C", "C", "C", "C", "C", "H", "H", "H", "H", "H", "H", "H", "H", "H", "H", "H", "H", "H", "H", "H", "H"],
  "xyz": [[-1.3335, 1.5890, -3.0520], [-0.9384, 0.9577, -2.1065], [-0.0325, 0.7389, -0.0772], [-0.6024, -0.3943, 0.5490], [0.8236, -0.3895, 0.0613], [0.1078, 2.1824, 0.3202], [-0.7426, -0.5164, 2.0921], [-1.5577, -1.2822, -0.1951], [1.2410, -1.2907, -1.1298], [1.9352, -0.1799, 1.0684], [-1.6761, 1.9886, -3.9312], [0.6834, 2.2640, 1.2265], [-0.8890, 2.5686, 0.4376], [0.5429, 2.7259, -0.5206], [-0.7303, -1.6615, 2.2464], [-1.7334, -0.1333, 2.4820], [-0.0106, 0.0582, 2.7508], [-1.2555, -2.3046, -0.4756], [-1.7084, -0.7866, -1.2040], [-2.6443, -1.4004, 0.2304], [0.4080, -1.3024, -2.0154], [1.4343, -2.3031, -0.8945], [2.0951, -0.9055, -1.5820], [1.8420, 0.8205, 1.4144], [2.7972, -0.1446, 0.5224], [1.9442, -0.8987, 1.7822]],
  "atomic_forces_ev_per_a": [[0.3, -0.7, 0.8], [1.9, 0.0, 3.6], [-1.8, 3.4, -4.0], [-0.9, -2.2, 2.5], [1.6, -2.0, -1.4], [-0.4, -0.8, -1.1], [-1.0, -0.2, 0.8], [-2.8, -0.1, -1.8], [-3.9, 0.9, -1.6], [-1.9, 1.8, -1.9], [-0.6, 0.8, -1.5], [0.1, 0.3, 0.3], [-0.4, 0.3, 0.4], [0.3, 0.0, 0.3], [0.2, 1.9, 0.3], [0.8, -0.6, -0.7], [-0.5, -1.1, -1.2], [0.4, 0.3, 0.7], [0.0, -0.6, 1.1], [2.1, 0.5, -0.3], [1.9, 0.2, 2.3], [0.1, -1.1, 0.7], [1.6, 0.8, -0.7], [0.1, 0.5, 1.2], [2.6, -0.3, -1.3], [0.2, -2.0, 2.3]],
  "lumo_ha": 0.0136,
  "homo_energy_ha": -0.3466,
  "homo_lumo_gap_ev": 9.80,
  "max_force_ha_per_bohr": 0.10667,
  "e_above_lowest_kcal_mol": 160.6,
  "e_tot_ev": -10622.7772
}